[1]
Formula: C16H26Cl33N4O
Source: the OMol25 dataset
Level of theory: ωB97M-V/def2-TZVPD

Last column: Mulliken charge in e.
CARTESIAN COORDINATES (ANGSTROEM)
C 1.440 -1.958 3.781  -1.43
C 0.895 -2.271 2.394  0.20
O -0.367 -2.939 2.430  -0.55
C 0.858 -1.081 1.422  -0.56
N 0.788 0.270 2.006  0.56
C -0.429 0.703 2.413  -0.41
N -0.661 2.033 2.303  0.00
N -1.423 -0.050 2.914  0.21
C -2.533 -0.443 1.978  -0.40
N -3.372 -1.428 2.621  -0.46
H 2.415 -1.478 3.710  0.34
H 1.490 -2.856 4.391  0.49
H 0.801 -1.246 4.317  0.33
H 1.588 -2.996 1.955  0.37
H -0.491 -3.310 3.311  0.37
H 1.783 -1.123 0.851  0.28
H 0.063 -1.182 0.692  0.17
H 1.528 0.461 2.675  0.02
H -0.737 2.488 1.409  0.19
H -0.786 2.565 3.155  -0.05
H -1.074 -0.840 3.446  0.26
H -3.167 0.418 1.766  0.37
H -2.169 -0.803 1.023  0.26
H -3.014 -2.352 2.409  0.32
H -3.312 -1.311 3.628  0.10
C 4.224 1.936 2.615  0.16
Cl 3.393 1.589 4.146  -0.14
Cl 5.373 3.249 2.819  -0.11
Cl 5.018 0.482 2.008  -0.11
H 3.481 2.243 1.889  0.26
C -2.635 4.798 4.941  0.15
Cl -0.952 4.238 4.828  -0.20
Cl -3.751 3.477 4.588  -0.11
Cl -2.952 5.484 6.520  -0.08
H -2.777 5.571 4.196  0.20
C 0.327 -3.923 -1.726  0.17
Cl 0.641 -5.647 -1.884  -0.09
Cl 1.839 -3.020 -1.552  -0.13
Cl -0.600 -3.317 -3.106  -0.10
H -0.266 -3.768 -0.834  0.13
C 0.869 0.305 -3.244  0.66
Cl 2.619 0.384 -3.056  -0.09
Cl 0.055 1.050 -1.858  -0.09
Cl 0.341 1.077 -4.741  -0.12
H 0.585 -0.739 -3.285  -0.35
C 2.173 -6.661 -5.803  -0.23
Cl 1.085 -5.578 -4.923  0.07
Cl 1.353 -8.178 -6.175  -0.09
Cl 2.773 -5.894 -7.275  -0.09
H 3.020 -6.881 -5.167  0.37
C 3.810 4.408 -3.949  -0.08
Cl 5.439 3.724 -3.948  -0.13
Cl 2.615 3.175 -4.354  -0.04
Cl 3.447 5.145 -2.383  -0.07
H 3.768 5.180 -4.706  0.31
C 2.165 8.934 -1.211  0.06
Cl 2.802 7.666 -0.156  -0.11
Cl 1.971 8.350 -2.863  -0.11
Cl 0.627 9.535 -0.584  -0.14
H 2.869 9.755 -1.224  0.30
C -2.644 -6.012 -5.304  0.65
Cl -2.569 -6.686 -3.671  -0.12
Cl -3.378 -7.159 -6.421  -0.10
Cl -3.524 -4.480 -5.300  -0.12
H -1.631 -5.820 -5.636  -0.31
C -1.632 -5.256 -9.410  -0.16
Cl -2.216 -3.719 -8.767  -0.10
Cl -0.500 -6.009 -8.281  -0.02
Cl -2.982 -6.335 -9.761  -0.10
H -1.105 -5.057 -10.334  0.38
C -4.211 -2.005 6.699  0.00
Cl -5.088 -2.925 5.479  -0.11
Cl -3.329 -3.076 7.784  -0.11
Cl -3.102 -0.854 5.927  -0.10
H -4.926 -1.440 7.283  0.32
C -0.420 7.769 3.623  0.48
Cl 1.072 8.067 4.514  -0.12
Cl -1.813 8.427 4.497  -0.13
Cl -0.317 8.452 1.996  -0.05
H -0.549 6.699 3.538  -0.15

Summary:
* charge: +1
* relative energy (zero: lowest compared OMol25 entry of this formula, charge and spin): 0.0 kcal per mole
* LUMO: -3.93 eV


[2]
Formula: C16H26Cl8N2
Source: the OMol25 dataset
Level of theory: ωB97M-V/def2-TZVPD

Last column: Mulliken charge in e.
CARTESIAN COORDINATES (ANGSTROEM)
N 1.801 5.182 -1.666  0.03
C 1.013 4.115 -2.035  -1.13
C 1.081 3.202 -1.038  0.48
C 1.928 3.709 -0.018  -0.66
C 2.312 4.997 -0.436  -0.66
H 1.855 6.017 -2.211  0.19
H 0.573 4.206 -2.981  0.47
H 0.566 2.241 -1.036  0.38
H 2.317 3.214 0.883  0.46
H 3.055 5.707 -0.038  0.36
N -0.081 -1.761 -0.669  0.06
C 0.851 -2.432 0.079  -0.92
C 1.779 -1.527 0.480  -1.24
C 1.419 -0.254 -0.055  0.23
C 0.240 -0.445 -0.784  -0.44
H -1.006 -2.106 -0.952  0.16
H 0.796 -3.502 0.234  0.47
H 2.689 -1.725 1.005  0.49
H 1.914 0.703 0.021  0.55
H -0.322 0.230 -1.387  0.61
Cl -0.892 -3.019 5.301  -0.21
C -0.655 -2.883 3.537  -0.60
C -0.836 -1.503 3.014  0.84
Cl -2.527 -1.095 2.721  -0.20
H -1.228 -3.640 3.010  0.40
H 0.379 -3.207 3.411  0.29
H -0.332 -1.359 2.058  -0.82
H -0.437 -0.801 3.737  0.29
Cl -2.303 2.133 0.361  -0.20
C -0.938 2.355 1.631  0.07
C -1.549 2.539 3.061  -0.32
Cl -0.352 2.174 4.313  -0.22
H -0.254 3.189 1.364  0.31
H -0.343 1.435 1.536  -0.15
H -2.305 1.737 3.059  0.17
H -1.955 3.497 3.317  0.39
Cl 3.646 0.730 -2.629  -0.14
C 3.751 -1.035 -2.448  0.35
C 5.186 -1.577 -2.443  -0.45
Cl 5.929 -1.331 -4.045  -0.20
H 3.227 -1.551 -3.236  0.32
H 3.098 -1.286 -1.605  -0.49
H 5.213 -2.614 -2.139  0.35
H 5.771 -0.941 -1.784  0.31
Cl -7.118 -1.545 -1.055  -0.15
C -6.202 -2.997 -1.338  -0.45
C -4.836 -2.618 -1.910  -0.59
Cl -3.867 -1.825 -0.650  -0.09
H -6.669 -3.716 -2.042  0.31
H -6.013 -3.608 -0.466  0.32
H -5.051 -1.920 -2.717  0.34
H -4.317 -3.491 -2.322  0.31

Summary:
* SMILES: c1cc[nH]c1.c1cc[nH]c1.ClCCCl.ClCCCl.ClCCCl.ClCCCl
* LUMO: 0.42 eV


no.,frontier orbital gap (eV),electronic energy (eV)
1,8.2,-438253.9156
2,8.8,-120173.1583